w.
Molecular formula: C6H12O4
Method: DFT, wB97M-V/def2-TZVPD

Positions of all 22 atoms, in Å:
O: -0.3081 -7.5608 -1.6347
O: -1.5583 -6.0696 -0.4933
C: -1.2627 -7.2949 -0.9877
C: -1.3287 -3.6138 -0.5157
C: -0.6797 -4.9705 -0.6154
H: -1.9997 -8.0276 -0.6033
H: -0.5822 -2.8521 -0.7971
H: -1.6867 -3.3954 0.5045
H: -2.1823 -3.5435 -1.2106
H: 0.0136 -5.0791 -1.4715
H: -0.0925 -5.1088 0.3128
O: 1.5527 1.2635 3.2449
O: -0.6168 0.9539 3.5821
C: 0.6142 0.5413 3.5923
C: -1.7210 3.0606 3.8213
C: -1.0538 2.1440 2.8600
H: 0.6283 -0.4896 3.9982
H: -2.3459 2.4578 4.5015
H: -2.3700 3.7757 3.2883
H: -0.9921 3.6285 4.4238
H: -1.6910 1.9512 1.9755
H: -0.1539 2.6882 2.5144

Total charge   0
Kohn-Sham gap   11.251 eV
SMILES   CCOC=O.CCOC=O

=====

x.
Molecular formula: C6H12O4
Method: DFT, wB97M-V/def2-TZVPD

Positions of all 22 atoms, in Å:
O: -0.7590 -2.2406 -1.7572
O: -0.6499 -3.3913 0.2068
C: -0.6272 -3.2775 -1.1110
C: -0.3889 -2.1575 1.0185
C: -0.2917 -4.6171 -1.6963
H: 0.5278 -1.6257 0.7127
H: -0.2570 -2.5204 2.0517
H: -1.2312 -1.4456 1.0006
H: 0.6248 -5.0790 -1.2924
H: -0.1697 -4.4868 -2.7848
H: -1.1387 -5.3003 -1.5164
O: -0.7619 3.1827 1.6445
O: 0.9657 3.6715 0.2231
C: -0.1264 3.0192 0.6153
C: 1.6217 4.4823 1.1065
C: -0.5787 2.0896 -0.4222
H: 1.9957 3.8707 1.9447
H: 0.9347 5.2463 1.5076
H: 2.4779 4.9924 0.6338
H: 0.1802 1.3613 -0.7540
H: -0.8952 2.6890 -1.2924
H: -1.4529 1.5369 -0.0390

Total charge   0
Kohn-Sham gap   11.128 eV
SMILES   COC(C)=O.COC(C)=O

=====

y.
Molecular formula: C6H12O4
Method: DFT, wB97M-V/def2-TZVPD

Positions of all 22 atoms, in Å:
C: -1.4304 -2.1143 0.0782
C: -0.5964 -0.8150 0.3649
C: -0.5893 1.4393 0.8622
C: 0.6967 1.5284 0.1780
C: 0.6595 0.8753 -1.1460
C: 0.4131 -0.6743 -0.9071
H: -0.4560 -3.0743 -0.3738
H: -2.0313 -2.1698 1.0372
H: -2.1750 -2.1481 -0.7207
H: 0.2450 -1.1631 1.1459
H: -1.4661 2.3319 0.3851
H: -0.1908 0.7449 2.8024
H: 1.3195 0.8476 0.9272
H: 0.8071 2.3374 0.4518
H: -0.2034 1.0000 -1.5518
H: 1.9949 2.1880 -2.2291
H: -0.1577 -0.8318 -1.6626
H: 1.6884 -1.5828 0.1643
O: -1.3446 0.1842 0.5162
O: -0.5773 1.4005 2.3760
O: 1.7406 1.0493 -1.9274
O: 1.6532 -1.3532 -0.7710

Total charge   0
Kohn-Sham gap   9.891 eV

=====

z.
Molecular formula: C6H12O4
Method: DFT, wB97M-V/def2-TZVPD

Positions of all 22 atoms, in Å:
C: 0.2290 -0.7337 -0.3966
C: -0.6160 0.2324 0.3222
C: 0.1903 -0.7501 -1.9087
C: -0.8698 1.5749 -0.3216
C: -0.5291 0.2523 1.8339
C: 1.7609 0.2546 0.0569
O: 0.3659 -1.9374 0.2316
O: -1.9801 -0.7281 -0.0915
O: 2.4261 -0.2541 1.1047
O: 2.2354 1.0984 -0.6573
H: -0.1245 -2.6004 -0.2702
H: -2.5243 -0.8736 0.6903
H: 3.3249 0.1225 1.1285
H: 0.7358 0.0969 -2.3185
H: -0.8377 -0.6923 -2.2560
H: 0.6271 -1.6773 -2.2791
H: 0.2421 0.9456 2.1641
H: -0.0990 1.8874 -1.0191
H: -0.9503 2.3717 0.4170
H: -1.7971 1.5437 -0.8892
H: -1.4803 0.6071 2.2295
H: -0.3294 -0.7406 2.2290

Total charge   0
Kohn-Sham gap   9.820 eV
SMILES   CC(C)(O)[C@](C)(O)C(=O)O

=====

Which one is most stable, and which one is least stable? x is the most stable of them, while y is the least stable.

=====

w.
Molecular formula: C4H9NO
Method: DFT, wB97M-V/def2-TZVPD

Positions of all 15 atoms, in Å:
C: -0.1651 -2.5892 1.6542
C: -0.6924 -1.1595 1.7140
C: -1.5542 -0.8070 2.7131
C: 0.5417 -0.5425 -0.1919
N: -0.5051 -0.3326 0.6553
H: 0.0362 -2.8761 0.6273
H: 0.6285 -2.7668 2.3888
H: -0.9179 -3.2221 2.0667
H: -2.0056 0.1780 2.6367
H: -1.8376 -1.3804 3.5715
H: 1.0828 0.3665 -0.4827
H: 0.9793 -1.4523 -0.6173
H: 1.7623 4.7897 -4.1326
H: 0.9502 3.7385 -4.8717
O: 1.6361 4.4057 -5.0034

Multiplicity   2
Total charge   -1
Kohn-Sham gap (spin up / spin down)   3.473 / 5.365 eV

=====

x.
Molecular formula: C4H9NO
Method: DFT, wB97M-V/def2-TZVPD

Positions of all 15 atoms, in Å:
C: -2.0640 1.1749 -0.4998
C: -0.0033 1.8016 0.4577
N: -0.6364 1.3808 -0.6141
H: -2.5062 1.2948 -1.4904
H: -2.2519 0.1276 -0.1951
H: -2.6694 1.8495 0.0971
H: 0.9404 1.3599 0.8194
H: -0.6145 2.3676 1.1888
O: -0.0604 -1.9566 0.5833
C: 0.7160 -1.4633 -0.2207
C: 2.1069 -1.0597 0.1811
H: 0.2263 -1.0352 -1.1374
H: 2.0162 -0.5669 1.1809
H: 2.7201 -1.9657 0.1457
H: 2.5561 -0.3910 -0.5484

Multiplicity   2
Total charge   -1
Kohn-Sham gap (spin up / spin down)   3.693 / 7.084 eV

=====

Which one is most stable, and which one is least stable? w is the most stable of them, while x is the least stable.

=====

w.
Molecular formula: C5H13O2
Method: DFT, wB97M-V/def2-TZVPD

Positions of all 20 atoms, in Å:
O: 1.1860 0.3305 4.4694
H: 1.5114 0.8603 5.2139
H: 0.4149 -2.3940 3.7069
C: -0.5153 -2.9687 3.6085
C: -1.6944 -2.0321 3.3731
C: -2.0046 -1.1570 4.5403
C: -1.4229 -1.1545 2.1523
C: -1.2746 -1.9342 0.8346
O: -2.8805 -2.7896 2.9940
H: -0.3516 -3.6316 2.7551
H: -0.5929 -3.5795 4.5184
H: 0.2677 0.2488 4.6677
H: -2.4351 -0.1656 4.3859
H: -1.6616 -1.4629 5.5581
H: -2.2489 -0.4423 2.0220
H: -0.5138 -0.5630 2.2870
H: -1.1961 -1.2047 0.0205
H: -0.3782 -2.5680 0.7995
H: -2.1448 -2.5730 0.6397
H: -3.6458 -2.2223 3.3332

Multiplicity   2
Total charge   0
Kohn-Sham gap (spin up / spin down)   9.693 / 9.602 eV

=====

x.
Molecular formula: C5H13O2
Method: DFT, wB97M-V/def2-TZVPD

Positions of all 20 atoms, in Å:
O: -1.4875 0.3686 -2.7780
H: -2.2072 0.1594 -3.3924
H: -0.9888 1.5299 -0.2137
C: -0.7832 1.1385 0.7908
C: -0.2247 -0.2769 0.7071
C: -1.1964 -1.2533 0.1537
C: 1.0379 -0.3004 -0.1561
C: 2.1964 0.5501 0.3896
O: 0.2208 -0.7012 2.0210
H: -0.0643 1.8306 1.2372
H: -1.7269 1.2039 1.3465
H: -1.5339 -0.3274 -2.1401
H: -0.8435 -2.1414 -0.3673
H: -2.2806 -1.0611 0.2676
H: 1.3966 -1.3343 -0.2468
H: 0.8184 0.0464 -1.1695
H: 3.0730 0.3780 -0.2452
H: 1.9821 1.6268 0.3793
H: 2.4555 0.2650 1.4164
H: 0.1562 -1.7014 2.0000

Multiplicity   2
Total charge   0
Kohn-Sham gap (spin up / spin down)   9.720 / 9.635 eV

=====

Which one is most stable, and which one is least stable? x is the most stable of them, while w is the least stable.